1.
The following is a DFT calculation (the ωB97M-V functional and the def2-TZVPD basis) of a cluster of 3 separate species, C18H38N3O2 in total.

Net charge: +1
Orbital gap, eV: 9.37
Highest occupied orbital energy, eV: -11.404
Energy relative to the best compared isomer or geometry (same formula, charge and spin), kJ/mol: 0.0
E_LUMO, eV: -2.035

Last column: Mulliken charge in e.
Geometry (Å):
C 0.467 1.718 0.045  -0.835
C 1.904 1.306 -0.328  -0.370
C 2.139 1.090 -1.826  -1.153
C 1.256 0.009 -2.450  0.093
C 1.680 -1.402 -1.999  -1.253
C 0.543 -2.414 -1.699  0.270
C 0.709 -3.101 -0.325  -1.108
N -0.515 -2.724 0.412  -0.175
C -1.208 -1.835 -0.310  0.304
N -2.156 -1.094 0.189  0.150
C -2.958 -0.110 -0.549  0.383
C -3.197 1.111 0.334  -1.770
C -4.277 -0.717 -1.027  -0.635
C -4.142 -1.740 -2.149  -1.261
N -0.819 -1.786 -1.633  -0.093
H -0.225 1.606 -0.793  0.206
H 0.082 1.138 0.889  0.045
H 0.430 2.766 0.350  0.458
H 2.198 0.409 0.229  0.269
H 2.590 2.092 -0.011  0.370
H 2.017 2.042 -2.345  0.354
H 3.185 0.796 -1.963  0.342
H 0.206 0.189 -2.226  -0.125
H 1.348 0.079 -3.537  0.406
H 2.291 -1.306 -1.099  0.412
H 2.306 -1.840 -2.777  0.397
H 0.481 -3.156 -2.493  0.660
H 0.836 -4.181 -0.376  0.379
H 1.565 -2.689 0.210  0.401
H -0.414 -2.526 1.400  0.207
H -2.324 -1.214 1.189  0.324
H -2.378 0.190 -1.425  0.393
H -2.315 1.347 0.931  0.342
H -3.404 1.975 -0.299  0.412
H -4.052 0.957 0.996  0.413
H -4.896 0.115 -1.376  0.388
H -4.806 -1.157 -0.175  0.290
H -3.705 -2.682 -1.801  0.268
H -3.542 -1.341 -2.971  0.307
H -5.122 -1.980 -2.563  0.443
H -1.498 -2.301 -2.185  0.254
C 6.129 3.438 -0.259  -1.082
C 5.102 4.193 -1.067  0.813
O 4.074 3.670 -1.436  -0.471
C 5.423 5.629 -1.393  -1.154
H 5.790 2.419 -0.088  0.245
H 7.083 3.422 -0.788  0.355
H 6.292 3.936 0.698  0.331
H 6.355 5.685 -1.959  0.346
H 5.562 6.199 -0.473  0.340
H 4.616 6.066 -1.975  0.290
C -2.915 -3.494 4.398  -1.149
C -2.492 -2.091 4.071  0.742
O -2.125 -1.783 2.950  -0.618
C -2.537 -1.082 5.181  -1.166
H -2.839 -4.127 3.517  0.290
H -2.286 -3.894 5.194  0.365
H -3.943 -3.493 4.762  0.350
H -1.895 -1.407 6.002  0.364
H -3.553 -1.007 5.571  0.355
H -2.208 -0.110 4.823  0.291

2.
The following is a DFT calculation (the ωB97M-V functional and the def2-TZVPD basis) of a structure of composition C18H38NO2P2Pd.

Multiplicity: 5
Net charge: +3
Orbital gap (spin up / spin down), eV: 7.73 / 5.16
Highest occupied orbital energy (spin up / spin down), eV: -17.605 / -19.946
E_LUMO (spin up / spin down), eV: -9.870 / -14.788

Last column: Mulliken charge in e.
Geometry (Å):
Pd 0.063 -0.008 0.154  -0.447
P -0.079 -2.320 -0.372  1.081
P -0.080 2.344 -0.131  1.115
N 0.051 0.105 -2.125  0.191
C 0.040 -2.350 -2.208  -0.931
H 0.608 -3.226 -2.542  0.445
H -0.991 -2.422 -2.589  0.555
C 0.666 -1.058 -2.754  -0.974
H 1.774 -1.075 -2.595  0.359
H 0.512 -1.028 -3.857  0.540
C 0.661 1.328 -2.633  -0.972
H 0.502 1.410 -3.732  0.542
H 1.769 1.330 -2.476  0.364
C 0.038 2.558 -1.956  -0.974
H -0.994 2.672 -2.325  0.571
H 0.607 3.462 -2.200  0.443
C 1.407 3.237 0.487  0.251
C 1.684 2.877 1.947  -1.278
H 2.660 3.290 2.235  0.464
H 1.734 1.792 2.097  0.266
H 0.922 3.300 2.613  0.250
C -1.599 3.199 0.429  0.806
C -1.684 3.381 1.951  -1.541
H -2.712 3.682 2.203  0.488
H -1.002 4.166 2.303  0.320
H -1.500 2.457 2.507  0.352
C -1.599 -3.224 0.096  0.842
C -1.684 -3.559 1.593  -1.539
H -2.712 -3.887 1.813  0.486
H -1.501 -2.697 2.240  0.351
H -1.001 -4.375 1.862  0.324
C 1.408 -3.270 0.152  0.248
C 1.683 -3.060 1.642  -1.285
H 2.660 -3.500 1.887  0.464
H 0.921 -3.549 2.261  0.251
H 1.732 -1.996 1.902  0.267
C 1.980 -0.018 0.359  -0.135
O 3.129 -0.010 0.197  -0.168
C -1.881 4.528 -0.276  -1.383
H -1.191 5.311 0.061  0.297
H -1.819 4.455 -1.367  0.366
H -2.901 4.841 -0.016  0.454
C -1.880 -4.477 -0.737  -1.391
H -2.900 -4.816 -0.509  0.455
H -1.818 -4.296 -1.815  0.366
H -1.188 -5.288 -0.478  0.299
C 1.389 -4.754 -0.217  -1.502
H 2.395 -5.168 -0.043  0.439
H 0.694 -5.316 0.421  0.336
H 1.150 -4.938 -1.271  0.361
C 1.388 4.752 0.270  -1.501
H 0.693 5.245 0.963  0.333
H 2.394 5.145 0.487  0.442
H 1.149 5.042 -0.759  0.357
H 2.204 2.806 -0.142  0.511
H 2.204 -2.776 -0.429  0.509
H -2.368 2.470 0.118  0.349
H -2.368 -2.467 -0.141  0.320
H -2.837 -0.156 -1.452  0.219
H -2.882 -0.090 -0.701  -0.159
O -2.051 -0.118 2.386  -0.176
C -1.232 -0.081 1.574  0.302

3.
The following is a DFT calculation (the ωB97M-V functional and the def2-TZVPD basis) of a structure of composition C18H39Br2N19O8S2.

Net charge: 0
Orbital gap, eV: 7.63
Highest occupied orbital energy, eV: -9.254
E_LUMO, eV: -1.627

Last column: Mulliken charge in e.
Geometry (Å):
C -0.505 1.475 -0.895  -1.550
C -0.776 0.440 -1.993  0.917
Br 0.858 -0.002 -2.940  -0.131
C -1.462 -0.760 -1.316  -0.335
Br -1.250 -2.465 -2.253  -0.114
C -2.917 -0.506 -1.020  -0.069
C -3.716 0.292 -1.767  -0.112
C -5.082 0.545 -1.444  0.168
N -5.781 1.455 -2.331  -0.457
C -5.806 2.606 -1.943  0.427
S -5.853 4.068 -1.423  -0.307
C -5.691 -0.016 -0.371  -0.835
C -4.881 -0.863 0.436  0.734
N -5.275 -1.487 1.547  -0.707
S -4.023 -2.309 2.106  0.146
N -2.899 -1.935 0.994  -0.221
C -3.508 -1.122 0.139  0.096
H -0.098 2.351 -1.399  0.526
H -1.428 1.747 -0.382  0.317
H 0.227 1.086 -0.185  0.435
H -1.412 0.937 -2.720  -0.263
H -0.980 -0.901 -0.349  0.391
H -3.357 0.785 -2.663  0.333
H -6.726 0.191 -0.139  0.531
C 1.418 1.863 2.720  0.671
O 1.908 0.999 2.013  -0.631
N 2.066 3.025 3.022  -0.444
N 0.172 1.735 3.269  -0.385
H 1.677 3.744 3.601  0.150
H 2.984 3.151 2.638  0.225
H -0.331 0.892 3.070  0.200
H -0.252 2.431 3.852  0.159
C -9.833 2.641 -4.049  0.534
O -10.936 2.623 -4.559  -0.633
N -9.095 3.790 -3.935  -0.287
N -9.233 1.516 -3.549  -0.305
H -8.185 3.828 -3.518  0.130
H -9.502 4.633 -4.295  0.185
H -9.747 0.657 -3.619  0.181
H -8.322 1.506 -3.130  0.191
C 0.902 -4.249 1.403  0.609
O 1.807 -4.866 0.870  -0.675
N -0.015 -3.526 0.695  -0.027
N 0.734 -4.230 2.764  -0.351
H -0.767 -3.010 1.114  0.139
H 0.078 -3.520 -0.305  0.025
H 1.392 -4.749 3.313  0.211
H 0.000 -3.729 3.225  0.137
C 4.504 -1.577 2.717  0.683
O 4.369 -0.944 3.764  -0.732
N 5.148 -2.776 2.685  -0.320
N 4.024 -1.132 1.527  -0.278
H 5.266 -3.324 1.855  0.161
H 5.518 -3.132 3.552  0.153
H 3.537 -0.251 1.521  0.229
H 4.128 -1.640 0.669  0.143
C 2.012 -0.290 -7.785  0.546
O 2.565 -0.657 -8.805  -0.651
N 2.536 -0.513 -6.541  -0.294
N 0.817 0.377 -7.793  -0.309
H 2.090 -0.214 -5.696  0.135
H 3.410 -1.001 -6.490  0.175
H 0.401 0.557 -8.687  0.186
H 0.344 0.686 -6.963  0.172
C 8.015 0.823 4.827  0.539
O 9.215 0.919 4.629  -0.668
N 7.382 1.523 5.825  -0.354
N 7.197 0.024 4.089  -0.222
H 6.398 1.459 6.006  0.173
H 7.948 2.123 6.393  0.200
H 7.621 -0.506 3.351  0.154
H 6.204 -0.063 4.244  0.219
C -2.525 2.969 -4.876  0.651
O -2.051 1.866 -4.652  -0.668
N -1.867 3.920 -5.601  -0.423
N -3.757 3.335 -4.409  -0.208
H -2.240 4.829 -5.794  0.147
H -0.960 3.679 -5.955  0.234
H -4.255 2.650 -3.873  0.171
H -4.173 4.233 -4.565  0.147
C 5.799 -4.050 6.644  0.686
O 6.334 -4.537 5.662  -0.641
N 6.284 -4.246 7.908  -0.401
N 4.680 -3.268 6.567  -0.324
H 5.866 -3.857 8.730  0.156
H 7.106 -4.813 7.999  0.218
H 4.299 -3.089 5.656  0.128
H 4.235 -2.860 7.366  0.159